Entry from the OMol25 dataset: a molecular structure, C5H3NOS (the ωB97M-V functional and the def2-TZVPD basis).

total charge = 0
ΔE to the lowest compared entry with this formula, charge and spin = 464.2 kJ/mol
DFT total energy = -720.31389 Eh
frontier orbital gap (spin up / spin down) = 7.1989 / 7.1973 eV

Atoms and positions in Å:
C (0.371, -0.337, -0.100)
C (-0.088, -1.659, 0.077)
C (-0.517, 0.569, -0.530)
C (-2.245, -0.506, -0.693)
C (-2.488, 0.802, -0.087)
N (-1.395, 1.601, -0.599)
O (-3.275, 1.168, 0.744)
S (-1.747, -1.975, -0.044)
H (1.418, -0.128, 0.070)
H (0.546, -2.468, 0.393)
H (-1.186, 2.564, -0.354)

***

Entry from the OMol25 dataset: a molecular structure, C15H31NO2P2Pt (the ωB97M-V functional and the def2-TZVPD basis).

total charge = 0
ΔE to the lowest compared entry with this formula, charge and spin = 787.3 kJ/mol
<S²> = 2.012
DFT total energy = -1596.92011 Eh
multiplicity = 3
frontier orbital gap (spin up / spin down) = 4.4125 / 5.3637 eV

Atoms and positions in Å:
P (0.387, -2.279, -2.425)
P (-0.206, 2.341, -1.832)
C (0.154, -0.314, -3.610)
C (0.446, 1.119, -3.188)
H (-0.839, -0.438, -4.053)
H (1.015, -0.692, -4.178)
H (1.532, 1.312, -3.310)
H (-0.215, 1.646, -3.879)
C (-1.824, 2.873, -2.193)
H (-2.173, 3.344, -1.265)
H (-2.494, 2.028, -2.371)
H (-1.850, 3.569, -3.027)
C (1.203, 3.339, -1.609)
H (1.179, 4.088, -2.405)
H (2.146, 2.788, -1.713)
H (1.190, 3.828, -0.628)
C (-0.935, -3.438, -2.566)
H (-0.774, -4.081, -1.683)
H (-0.786, -3.947, -3.520)
H (-1.926, -2.966, -2.486)
C (2.129, -2.539, -2.444)
H (2.717, -1.629, -2.308)
H (2.366, -3.028, -3.384)
H (2.279, -3.192, -1.576)
Pt (-0.179, -0.345, -1.661)
C (0.438, 1.488, -5.938)
C (-0.931, 1.531, -5.834)
C (-1.832, 0.886, -6.805)
C (-1.442, -0.591, -7.127)
C (-0.720, -1.346, -6.041)
C (0.633, -1.453, -6.041)
C (1.535, -0.658, -6.939)
C (1.131, 0.836, -7.098)
C (-0.199, -1.283, 0.152)
H (1.077, 2.188, -5.394)
H (-1.429, 2.268, -5.221)
H (-1.869, 1.388, -7.788)
H (-2.850, 0.913, -6.390)
H (-2.387, -1.109, -7.336)
H (-0.875, -0.607, -8.072)
H (-1.349, -2.010, -5.437)
H (1.139, -2.284, -5.563)
H (1.568, -1.050, -7.963)
H (2.554, -0.693, -6.535)
H (2.069, 1.387, -7.266)
H (0.557, 0.964, -8.035)
H (0.512, -0.825, 0.876)
H (0.021, -2.348, 0.065)
H (-1.205, -1.137, 0.586)
O (0.354, 2.742, 1.116)
N (0.344, 1.606, 0.947)
O (-0.496, 1.284, -0.621)

***

Entry from the OMol25 dataset: C6H10O in the gas phase (the ωB97M-V functional and the def2-TZVPD basis).

total charge = 0
ΔE to the lowest compared entry with this formula, charge and spin = 275.3 kJ/mol
DFT total energy = -309.73750 Eh
frontier orbital gap = 10.1085 eV

Atoms and positions in Å:
C (2.128, 0.316, 0.449)
O (1.289, -0.642, 1.043)
C (0.367, -1.109, 0.040)
C (-1.087, -1.118, 0.169)
C (-1.767, 0.197, 0.471)
C (-0.835, 1.044, -0.400)
C (-0.121, -0.171, -0.972)
H (3.108, -0.083, 0.154)
H (2.231, 1.200, 1.088)
H (1.629, 0.641, -0.479)
H (0.708, -2.048, -0.418)
H (-1.632, -2.059, 0.340)
H (-2.768, 0.180, 0.028)
H (-1.852, 0.477, 1.524)
H (-1.365, 1.588, -1.188)
H (-0.236, 1.766, 0.170)
H (0.204, -0.178, -2.019)

***

Entry from the OMol25 dataset: a molecular structure, C23H24F3N4O4S3Zn (the ωB97M-V functional and the def2-TZVPD basis).

total charge = -1
ΔE to the lowest compared entry with this formula, charge and spin = 0.0 kJ/mol
DFT total energy = -4684.49071 Eh
frontier orbital gap = 7.1781 eV

Atoms and positions in Å:
Zn (0.518, 2.501, -0.660)
C (3.642, -0.591, -0.099)
C (2.913, 0.730, -0.054)
N (2.040, 1.031, -0.957)
N (1.933, 0.117, -2.013)
C (0.744, 0.016, -2.494)
S (-0.710, 0.782, -1.947)
S (0.658, -1.117, -3.885)
C (-0.610, -2.229, -3.202)
C (-0.075, -3.081, -2.085)
C (0.399, -4.364, -2.337)
C (0.946, -5.139, -1.324)
C (1.036, -4.632, -0.035)
C (0.570, -3.350, 0.228)
C (0.013, -2.581, -0.785)
C (3.246, 1.660, 1.043)
C (4.147, 1.213, 2.032)
C (4.607, 2.011, 3.052)
C (4.169, 3.343, 3.103)
C (3.285, 3.818, 2.175)
C (2.762, 3.007, 1.125)
O (1.907, 3.538, 0.328)
H (3.325, -1.176, -0.955)
H (3.442, -1.159, 0.810)
H (4.719, -0.425, -0.156)
H (-0.938, -2.843, -4.041)
H (-1.438, -1.601, -2.874)
H (0.343, -4.759, -3.346)
H (1.310, -6.135, -1.543)
H (1.468, -5.230, 0.758)
H (0.654, -2.940, 1.227)
H (-0.339, -1.575, -0.583)
H (4.501, 0.194, 1.991)
H (5.296, 1.620, 3.790)
H (4.532, 4.001, 3.886)
H (2.926, 4.839, 2.207)
N (-0.389, 1.763, 1.146)
C (-1.251, 1.117, 1.552)
N (-2.314, 0.382, 1.800)
C (-3.409, 0.413, 0.816)
C (-3.542, -0.951, 0.160)
C (-3.708, -2.030, 1.230)
C (-2.490, -2.034, 2.152)
C (-2.315, -0.671, 2.813)
H (-3.191, 1.202, 0.097)
H (-4.331, 0.675, 1.347)
H (-2.635, -1.142, -0.421)
H (-4.383, -0.945, -0.536)
H (-3.856, -3.012, 0.779)
H (-4.602, -1.807, 1.826)
H (-1.595, -2.254, 1.563)
H (-2.578, -2.802, 2.924)
H (-1.381, -0.610, 3.369)
H (-3.137, -0.480, 3.511)
F (-1.476, 3.455, -3.884)
C (-2.352, 4.133, -3.152)
F (-2.491, 5.344, -3.705)
F (-3.534, 3.510, -3.228)
S (-1.846, 4.293, -1.376)
O (-2.313, 5.600, -1.015)
O (-2.458, 3.169, -0.704)
O (-0.364, 4.185, -1.444)

***

Entry from the OMol25 dataset: C5H13N in the gas phase (the ωB97M-V functional and the def2-TZVPD basis).

total charge = 0
ΔE to the lowest compared entry with this formula, charge and spin = 80.7 kJ/mol
DFT total energy = -253.03236 Eh
frontier orbital gap = 9.4595 eV

Atoms and positions in Å:
C (1.269, 2.034, -0.876)
N (1.523, 0.664, -0.466)
C (0.506, -0.321, -0.778)
C (-0.606, -0.419, 0.272)
C (-0.093, -0.773, 1.657)
C (-1.837, -1.260, -0.184)
H (2.224, 2.544, -0.828)
H (0.810, 2.112, -1.858)
H (0.553, 2.546, -0.213)
H (1.827, 0.636, 0.487)
H (0.127, -0.113, -1.776)
H (0.972, -1.314, -0.848)
H (-1.037, 0.595, 0.284)
H (-0.729, -1.496, 2.166)
H (0.913, -1.199, 1.621)
H (-0.036, 0.104, 2.303)
H (-2.532, -0.673, -0.788)
H (-1.529, -2.041, -0.887)
H (-2.324, -1.627, 0.712)

***

Entry from the OMol25 dataset: 2 unconnected molecules or ions with the total composition C7H15FNO3P (the ωB97M-V functional and the def2-TZVPD basis).

total charge = 0
DFT total energy = -997.25469 Eh
frontier orbital gap (spin up / spin down) = 8.7056 / 8.8072 eV

Atoms and positions in Å:
C (1.176, -2.978, -2.179)
C (1.408, -2.455, -1.066)
C (1.319, -4.542, -2.538)
C (0.560, 0.114, -1.119)
C (-1.685, 1.967, 1.589)
C (-2.054, 3.345, 2.151)
C (-0.240, 1.826, 1.203)
N (-1.882, 4.497, 1.201)
O (1.398, -0.206, 1.371)
O (-1.088, -0.767, 1.157)
O (2.594, -4.942, -2.801)
F (1.877, -2.981, 0.068)
P (-0.001, 0.085, 0.630)
H (0.750, -2.254, -2.881)
H (0.751, -4.841, -3.419)
H (0.943, -5.141, -1.704)
H (1.421, 0.776, -1.379)
H (-0.054, -0.093, -1.909)
H (-1.935, 1.257, 2.343)
H (-2.297, 1.719, 0.782)
H (-1.594, 3.539, 3.031)
H (-3.122, 3.225, 2.214)
H (0.108, 2.462, 0.473)
H (0.402, 1.929, 2.027)
H (-0.935, 4.809, 1.027)
H (-2.262, 5.213, 1.751)
H (1.453, -1.243, 1.436)
H (2.992, -4.322, -3.458)

***

> Which formula does entry 1 have?

C5H3NOS

***

Copy entry 5 word for word.
Entry from the OMol25 dataset: C5H13N in the gas phase (the ωB97M-V functional and the def2-TZVPD basis).

total charge = 0
ΔE to the lowest compared entry with this formula, charge and spin = 80.7 kJ/mol
DFT total energy = -253.03236 Eh
frontier orbital gap = 9.4595 eV

Atoms and positions in Å:
C (1.269, 2.034, -0.876)
N (1.523, 0.664, -0.466)
C (0.506, -0.321, -0.778)
C (-0.606, -0.419, 0.272)
C (-0.093, -0.773, 1.657)
C (-1.837, -1.260, -0.184)
H (2.224, 2.544, -0.828)
H (0.810, 2.112, -1.858)
H (0.553, 2.546, -0.213)
H (1.827, 0.636, 0.487)
H (0.127, -0.113, -1.776)
H (0.972, -1.314, -0.848)
H (-1.037, 0.595, 0.284)
H (-0.729, -1.496, 2.166)
H (0.913, -1.199, 1.621)
H (-0.036, 0.104, 2.303)
H (-2.532, -0.673, -0.788)
H (-1.529, -2.041, -0.887)
H (-2.324, -1.627, 0.712)